Density functional theory data (ωB97M-V with the def2-TZVPD basis set) for an isolated molecule of C3H12Si4 at a distorted geometry.

The geometry in XYZ format:
```
19
Properties=species:S:1:pos:R:3:mulliken_charge:R:1
C 3.442 -0.869 0.526 -1.19
H -3.311 0.754 1.053 -0.11
Si -0.800 2.973 -0.505 0.12
H -1.575 -1.712 -1.363 -0.14
C 1.430 0.427 0.017 -0.51
H 0.023 3.946 -1.159 -0.09
H -1.927 3.643 -1.311 -0.07
H 1.918 1.107 0.589 0.42
Si -0.271 0.850 -0.785 0.06
H 1.507 -1.640 -0.432 0.28
H -3.992 -1.769 1.036 -0.16
Si -3.463 -0.675 0.430 0.39
Si -1.367 -1.152 -0.108 0.29
H 4.224 -0.098 0.200 0.30
C 2.023 -0.788 0.033 0.03
H -4.297 -0.351 -0.728 -0.11
H 3.316 -0.625 1.520 0.33
H -0.697 -2.122 0.693 -0.14
H 3.818 -1.901 0.294 0.30
```

Output
ΔE to the lowest compared entry with this formula, charge and spin: 33.9 kcal per mole
E_HOMO: -7.788 eV
Spin multiplicity: 1
Charge: 0
Gap between HOMO and LUMO: 6.8 eV
Maximum force: 4.0 eV/Å
LUMO: -0.97 eV



Density functional theory data (ωB97M-V with the def2-TZVPD basis set) for a cluster of 2 separate species, C3H13N2 in total at a distorted geometry.

The geometry in XYZ format:
```
18
Properties=species:S:1:pos:R:3:mulliken_charge:R:1
H 0.438 -2.806 1.536 0.35
H -0.506 2.888 0.193 0.31
N 0.162 0.916 -0.769 -0.17
H 1.534 -2.140 -0.014 0.29
H -0.093 1.378 1.282 0.33
H -0.626 -1.251 1.265 0.25
H 2.259 -0.994 0.838 0.25
N 1.371 -1.204 0.410 -0.71
H -0.358 0.060 -2.691 0.32
C 0.317 -1.643 1.465 -0.75
H 0.627 -1.359 2.565 0.26
C -0.962 0.511 -1.761 -0.88
H -1.636 1.379 -1.945 0.40
C -0.643 1.752 0.359 -0.72
H 0.787 1.488 -1.312 0.35
H 0.581 -0.036 -0.435 0.43
H -1.703 1.426 0.300 0.35
H -1.547 -0.364 -1.286 0.34
```

Output
ΔE to the lowest compared entry with this formula, charge and spin: 55.1 kcal per mole
E_HOMO: -14.835 eV
Spin multiplicity: 1
Charge: +1
Gap between HOMO and LUMO: 11.9 eV
Maximum force: 5.5 eV/Å
LUMO: -2.92 eV



Q: Look up the spin multiplicity of the first one.
A: 1